{"formula": "C10H23CaCl2FN3O3", "method": "wB97M-V/def2-TZVPD", "elements": ["C", "C", "H", "H", "H", "O", "H", "H", "H", "Ca", "H", "H", "H", "H", "C", "O", "H", "N", "H", "H", "C", "N", "H", "H", "C", "C", "H", "Cl", "H", "H", "C", "Cl", "C", "H", "H", "N", "C", "C", "O", "H", "F", "H", "H"], "xyz": [[4.0797, 1.4755, 1.3256], [-0.2560, -2.7085, -1.2818], [-4.5469, 1.8765, -2.3027], [-4.8713, 1.8893, -0.6572], [-2.9588, 2.2475, -3.7758], [-0.7171, 1.9259, -1.7168], [-1.1958, 1.6369, -4.0151], [-2.2207, 0.2803, 2.3851], [0.1449, -1.3190, 0.0618], [0.9202, 2.5792, -0.2770], [-0.8163, -0.7498, -1.8073], [3.7178, -1.1992, 1.0233], [0.5426, -2.8407, 1.9505], [-4.5825, 0.3992, -1.3854], [-2.1605, 1.5528, -3.5147], [-0.2581, -3.8800, -1.5923], [-1.8163, -2.0735, -2.4889], [4.0710, 0.4229, 2.0893], [2.1797, -0.7222, 1.6684], [-0.2007, -1.6860, -3.1513], [-0.8049, -1.7475, -2.2462], [0.1998, -2.3138, -0.1038], [-2.5882, 0.5547, -3.6095], [-2.5965, 1.6686, -0.1189], [0.7551, -3.2221, 0.9518], [3.2434, -0.7638, 1.9028], [4.8231, 0.2218, 2.7327], [-3.1773, -1.0431, 4.1703], [0.5469, -4.2658, 0.7166], [3.3620, -1.4568, 2.7357], [-4.1997, 1.4198, -1.3760], [-4.4002, -0.2800, 1.5217], [-1.8139, 1.7275, -2.0419], [1.8281, -3.1696, 0.7672], [5.4589, 2.9328, 0.6755], [-2.7485, 1.6320, -1.1167], [-2.8447, -0.6127, 2.4210], [4.9686, 2.6061, 1.5925], [3.1850, 1.6667, 0.4964], [4.4971, 3.4510, 2.0944], [-0.0998, 1.0128, 1.0886], [-2.3195, -1.3838, 1.8574], [5.6702, 2.2583, 2.3507]], "nbo_charge": [0.699, 0.610, 0.218, 0.245, 0.266, -0.817, 0.247, 0.235, 0.456, 1.907, 0.262, 0.204, 0.258, 0.220, -0.711, -0.036, 0.285, -0.542, 0.219, 0.287, -0.676, -0.498, 0.237, 0.431, -0.433, -0.434, 0.423, -0.004, 0.249, 0.232, -0.453, -0.063, 0.720, 0.228, 0.258, -0.580, -0.358, -0.698, -0.830, 0.258, -0.942, 0.194, 0.228], "homo_energy_ev": [-15.32, -15.32], "total_charge": 2, "e_above_lowest_kj_mol": 0.0, "lumo_energy_ev": [-6.4, -10.8], "s_squared": 0.75, "multiplicity": 2, "fmax_ev_per_a": 9.2}


{"formula": "C10H23CaNO9P2", "method": "wB97M-V/def2-TZVPD", "elements": ["H", "C", "O", "H", "O", "H", "H", "C", "H", "N", "H", "H", "H", "O", "O", "H", "P", "C", "H", "Ca", "H", "H", "H", "H", "H", "C", "H", "H", "C", "H", "H", "C", "O", "H", "H", "P", "C", "C", "O", "H", "O", "C", "H", "O", "O", "C"], "xyz": [[-0.0655, -2.6821, -2.0757], [-3.7218, -0.1183, 0.9993], [-0.7381, 1.4550, -4.0250], [0.6716, -0.8078, 1.9142], [-1.4834, 2.8782, 0.7476], [-4.0664, -0.5717, 1.9287], [4.8495, 0.7126, 0.1604], [-2.9596, -1.2088, 0.2483], [-3.1129, 0.7689, 1.1733], [-1.5152, -1.3259, 0.6780], [-4.5924, 0.1898, 0.4202], [-3.5191, -2.1422, 0.3091], [2.2635, 2.1482, 0.2175], [-0.6127, 3.6779, 3.1431], [0.2657, 1.7370, 1.9193], [1.9646, -1.0650, -2.1023], [-0.3338, 3.1413, 1.6968], [2.6922, 1.1464, 0.1913], [-3.0301, -0.9153, -0.7991], [-0.5111, 0.8033, 0.0595], [0.1866, -1.2903, 3.6115], [-1.6545, -1.8586, -2.0880], [-0.2309, -1.0022, -1.6249], [0.4697, -2.5069, 2.4361], [-1.9566, -0.7899, 2.6167], [-1.3741, -1.5603, 2.1114], [4.5102, 0.0006, -2.3463], [-1.3213, -3.3488, 0.0430], [2.3931, -0.1465, -1.7013], [2.8366, 0.8876, 1.2403], [0.2128, -2.6053, 0.1876], [-0.8218, -2.3875, -0.0775], [-1.8890, 0.9822, -1.6380], [4.0958, -1.1307, -1.0531], [-1.7707, -2.5613, 2.2812], [-0.9576, 1.8678, -2.5366], [-0.7123, -1.9775, -1.5530], [3.8750, -0.1496, -1.4733], [1.8616, 0.1463, -0.4209], [2.1263, 0.6209, -2.4280], [0.1748, 2.1936, -1.5329], [4.0425, 1.0123, -0.5082], [4.2972, 1.9497, -1.0026], [0.6085, 4.0053, 0.8668], [-1.5442, 3.3156, -2.7577], [0.0975, -1.4880, 2.5433]], "nbo_charge": [0.179, -0.634, -1.162, 0.259, -1.321, 0.165, 0.178, -0.241, 0.289, -0.487, 0.208, 0.133, 0.298, -1.314, -1.404, 0.169, 2.507, -0.103, 0.256, 1.750, 0.214, 0.226, 0.230, 0.156, 0.231, -0.223, 0.187, 0.140, -0.079, 0.186, 0.202, -0.231, -1.312, 0.172, 0.129, 2.425, -0.611, -0.423, -0.578, 0.214, -1.180, -0.433, 0.205, -1.301, -0.661, -0.608], "homo_energy_ev": [4.13, 4.14], "total_charge": -3, "lumo_energy_ev": [6.4, 6.4], "s_squared": 0.76, "multiplicity": 2, "fmax_ev_per_a": 3.7}


{"formula": "C10H23F6MgN6O8S2", "method": "wB97M-V/def2-TZVPD", "elements": ["H", "O", "C", "F", "H", "C", "H", "H", "N", "H", "S", "N", "C", "H", "C", "O", "F", "C", "O", "H", "H", "O", "N", "S", "C", "H", "Mg", "C", "H", "H", "H", "H", "N", "C", "H", "H", "H", "F", "H", "O", "N", "H", "N", "H", "F", "H", "H", "F", "O", "C", "H", "F", "H", "O", "O", "C"], "xyz": [[-4.4478, -3.4392, 2.5397], [-2.5040, 4.0480, -2.6086], [1.9063, -2.9610, 1.0741], [-5.3524, 2.4147, -2.0883], [2.7547, 0.8611, -2.1619], [1.5575, -1.6290, -3.1201], [0.8293, -3.0774, 1.1946], [0.2388, 2.6746, 5.2820], [-1.4621, 1.9176, -1.6514], [2.3467, -2.9368, 2.0709], [-2.9049, 1.3107, -2.4043], [2.4962, 0.0426, -1.6295], [-0.6451, 4.3721, -0.7761], [3.9589, -1.2713, 1.2480], [3.6570, -0.1171, -0.6173], [-2.9179, -0.1585, -2.2021], [-4.1095, 2.5933, -0.2670], [2.8423, -0.8673, -2.7329], [0.8931, -2.0604, -1.8677], [4.6272, -0.0487, -1.1093], [-0.9014, 1.9145, 4.1018], [2.1221, -1.6828, 0.4723], [2.0681, 2.5096, 4.0010], [-1.2899, 3.3576, -2.2511], [0.9261, 2.1195, 3.5428], [3.5913, -1.6477, -2.5982], [0.3088, -0.0864, -0.3408], [0.3212, -3.3424, -1.8319], [2.9177, 2.4147, 3.4632], [2.1831, 2.9438, 4.9056], [3.9557, -2.3079, -0.2235], [-3.0011, -0.5219, 3.6716], [-0.0140, 2.3130, 4.3735], [3.5353, -1.4236, 0.2553], [-3.8745, -2.0177, 4.0166], [3.5797, 0.7234, 0.0724], [3.2449, -0.4295, -3.6463], [-0.6732, 5.6946, -1.0924], [-3.5709, -3.3963, 1.0923], [-0.1864, 3.4545, -3.2195], [-3.2226, -1.4841, 3.4594], [1.9665, -2.4049, -3.7671], [-3.7458, -2.9658, 1.9891], [1.0553, -4.0857, -1.5211], [-1.3469, 4.1526, 0.2523], [2.3618, -3.7446, 0.4686], [0.8662, -1.1218, -3.7931], [0.6102, 3.9621, -0.5446], [-2.1552, -1.4382, 1.5285], [-4.4685, 1.8271, -1.3267], [-0.2247, -3.6626, -2.7194], [-4.9861, 0.6803, -0.7582], [-0.4105, -3.4394, -1.0298], [-3.1429, 1.7086, -3.8047], [0.8662, 1.6788, 2.4155], [-3.0302, -1.9196, 2.2143]], "nbo_charge": [0.413, -0.908, -0.252, -0.271, 0.408, -0.081, 0.206, 0.403, -1.256, 0.193, 2.065, -0.733, 0.748, 0.206, -0.251, -0.944, -0.317, -0.274, -0.632, 0.219, 0.414, -0.629, -0.806, 2.172, 0.757, 0.210, 1.833, -0.258, 0.406, 0.385, 0.190, 0.403, -0.790, -0.076, 0.385, 0.215, 0.229, -0.307, 0.404, -0.929, -0.824, 0.203, -0.808, 0.177, -0.291, 0.188, 0.212, -0.335, -0.734, 0.802, 0.208, -0.319, 0.195, -0.846, -0.754, 0.774], "homo_energy_ev": -12.03, "total_charge": 1, "e_above_lowest_kj_mol": 768.5, "lumo_energy_ev": -4.8, "multiplicity": 1, "fmax_ev_per_a": 5.7}


{"formula": "C10H23NOS", "method": "wB97M-V/def2-TZVPD", "elements": ["H", "C", "H", "C", "C", "H", "C", "H", "C", "H", "H", "C", "H", "H", "H", "H", "H", "C", "H", "N", "C", "H", "H", "H", "H", "O", "C", "S", "H", "H", "H", "H", "H", "C", "H", "H"], "xyz": [[-0.3351, -1.0641, -0.4361], [-4.1642, 0.2056, -0.2386], [3.0823, -2.0722, 1.2176], [-2.1500, -0.0135, 2.1118], [3.9822, -1.7960, 0.5982], [5.0988, 0.0321, -1.5039], [3.6860, -0.3823, 0.1460], [-0.4192, -1.8647, 1.1765], [-2.0405, -0.3939, 0.8552], [1.6216, -0.6032, 0.7767], [3.6387, 0.9974, -1.6237], [3.9710, 0.0772, -1.3340], [3.5330, -0.5815, -1.9625], [-2.6989, 0.8763, 2.2762], [4.8009, -1.9696, 1.2039], [2.8709, 2.7534, 0.8212], [-2.8838, 2.5113, -0.9991], [-2.2956, -0.1110, -1.7499], [-1.7746, -0.7273, 2.8271], [2.3255, -0.0322, 0.4027], [-2.3246, 1.8935, -0.1218], [-4.5461, 0.6196, 0.6904], [4.4426, 0.1185, 0.8406], [-1.2438, 2.1992, 0.0065], [-4.4804, -0.8157, -0.2150], [1.9316, 2.5308, 1.0310], [-2.6783, 0.3535, -0.2770], [1.6074, 1.3584, -0.1116], [-2.7523, 2.1859, 0.7279], [4.1232, -2.3454, -0.3588], [-4.7370, 0.4157, -1.1571], [-2.3206, -1.1272, -1.6455], [-1.3550, 0.4381, -1.9935], [-1.0127, -1.4574, 0.4328], [-1.4486, -2.4697, -0.0615], [-3.0545, 0.2606, -2.3526]], "nbo_charge": [0.225, -0.613, 0.210, -0.427, -0.603, 0.197, -0.045, 0.207, 0.046, 0.403, 0.223, -0.609, 0.199, 0.202, 0.216, 0.474, 0.196, -0.600, 0.206, -0.819, -0.584, 0.211, 0.167, 0.227, 0.211, -0.854, -0.091, 0.639, 0.185, 0.212, 0.214, 0.206, 0.212, -0.655, 0.208, 0.203], "homo_energy_ev": -8.60, "total_charge": 0, "e_above_lowest_kj_mol": 0.0, "lumo_energy_ev": 0.7, "multiplicity": 1, "fmax_ev_per_a": 5.7}


{"formula": "C10H24", "method": "wB97M-V/def2-TZVPD", "elements": ["H", "C", "H", "H", "H", "H", "C", "H", "H", "C", "H", "H", "H", "C", "C", "C", "H", "H", "C", "H", "H", "H", "H", "C", "H", "H", "C", "H", "H", "H", "H", "H", "C", "H"], "xyz": [[2.0262, 0.6183, 2.3894], [2.3281, -2.1089, 2.5078], [-4.6978, 0.7159, -1.4827], [4.5273, -0.7697, 4.8300], [3.9724, -0.3941, 1.1300], [-5.2446, 1.5503, -3.8072], [-3.2579, 1.0364, -3.0827], [-3.6177, 2.1228, -1.2317], [3.0527, -1.7413, 5.1313], [-1.8250, 1.5553, -3.2335], [1.8902, -1.7659, 1.5553], [-2.6538, -1.0526, -3.0000], [4.9694, -1.6696, 1.8970], [-3.3329, -0.4088, -3.5838], [3.2579, -1.0364, 3.0827], [4.3867, -0.7526, 2.0873], [-3.9253, 1.8858, -4.9718], [-4.3602, -0.7971, -3.4816], [-4.2073, 1.9120, -3.9058], [-1.7549, 2.5965, -2.8762], [-2.9913, 0.4604, -1.0011], [-1.1286, 0.9340, -2.6456], [3.1196, 1.0313, 3.7470], [-3.6667, 1.0870, -1.6076], [2.8872, -3.0414, 2.3224], [-3.0410, -0.4617, -4.6462], [2.4626, 0.2483, 3.3324], [1.5088, -2.3245, 3.2143], [-1.5158, 1.5250, -4.2918], [5.0657, 0.0189, 2.4877], [1.6449, 0.0597, 4.0483], [-4.1644, 2.9573, -3.5562], [3.8544, -1.5323, 4.4032], [4.4310, -2.4583, 4.2394]], "nbo_charge": [0.206, -0.603, 0.206, 0.206, 0.206, 0.206, -0.061, 0.206, 0.206, -0.603, 0.206, 0.206, 0.206, -0.603, -0.061, -0.603, 0.206, 0.206, -0.603, 0.206, 0.206, 0.206, 0.206, -0.603, 0.206, 0.206, -0.603, 0.206, 0.206, 0.206, 0.206, 0.206, -0.603, 0.206], "homo_energy_ev": -11.28, "total_charge": 0, "e_above_lowest_kj_mol": 0.0, "lumo_energy_ev": 0.7, "multiplicity": 1, "fmax_ev_per_a": 0.4}